Record 1
2 unconnected molecules or ions with the total composition C5H14O in a non-equilibrium geometry, computed with ωB97M-V with the def2-TZVPD basis set.

Last columns: bonded neighbours and bond lengths (Å).
Cartesian coordinates (Å):
1 C 0.0612 -0.7716 -1.1743  C2 1.537, H6 1.097, H7 1.096, H8 1.092
2 C -0.5539 0.0121 -0.0036  C1 1.537, C3 1.532, C4 1.542, C5 1.528
3 C 0.0277 -0.5016 1.3167  C2 1.532, H9 1.107, H10 1.095, H11 1.104
4 C -2.0791 -0.2118 0.0030  C2 1.542, H12 1.105, H13 1.098, H14 1.099
5 C -0.2485 1.5012 -0.1598  C2 1.528, H15 1.093, H16 1.094, H17 1.100
6 H 1.1521 -0.6596 -1.1895  C1 1.097
7 H -0.1739 -1.8397 -1.1036  C1 1.096
8 H -0.3178 -0.3931 -2.1261  C1 1.092
9 H -0.4282 0.0087 2.1874  C3 1.107
10 H -0.1416 -1.5789 1.4157  C3 1.095
11 H 1.1171 -0.3341 1.3740  C3 1.104
12 H -2.5575 0.3026 0.8561  C4 1.105
13 H -2.3134 -1.2806 0.0917  C4 1.098
14 H -2.5514 0.1623 -0.9157  C4 1.099
15 H -0.6522 1.9036 -1.0926  C5 1.093
16 H -0.6536 2.0922 0.6671  C5 1.094
17 H 0.8395 1.6667 -0.1531  C5 1.100
18 O 2.3124 0.0186 0.1032  H19 1.019, H20 0.944
19 H 2.1530 -0.9331 -0.2245  O18 1.019
20 H 2.7851 0.5646 -0.5039  O18 0.944

Output
**Orbital gap**: 11.22 eV
**ΔE to the lowest compared entry with this formula, charge and spin**: 103.6 kJ/mol
**HOMO level**: -10.57 eV
**M**: 90.166 g mol⁻¹
**F_max**: 2.94 eV Å⁻¹
**SMILES**: CC(C)(C)C.O
**Total charge**: 0

Formally, the Mulliken partial charges of the atoms, in units of the elementary charge, are as follows: -1.6801, 2.2506, -1.7018, -1.7472, -1.5876, 0.2200, 0.3494, 0.4302, 0.3830, 0.3781, 0.4517, 0.3845, 0.3849, 0.3898, 0.3939, 0.3930, 0.2554, -0.6904, 0.4444, 0.2982

Record 2
2 unconnected molecules or ions with the total composition C5H14O in a non-equilibrium geometry, computed with ωB97M-V with the def2-TZVPD basis set.

Last columns: bonded neighbours and bond lengths (Å).
Cartesian coordinates (Å):
1 C -2.1740 1.1382 -1.2145  C2 1.512, H5 1.097, H6 1.092, H7 1.086
2 C -0.7674 0.8213 -0.7599  C1 1.512, C3 1.550, O4 1.444, H8 1.087
3 C 0.3000 1.2811 -1.7859  C2 1.550, H9 1.088, H10 1.089, H11 1.091
4 O -0.4473 1.3220 0.5563  C2 1.444, H12 0.945
5 H -2.2383 2.2033 -1.4692  C1 1.097
6 H -2.8680 1.0860 -0.3734  C1 1.092
7 H -2.4500 0.5640 -2.0941  C1 1.086
8 H -0.6760 -0.2468 -0.5801  C2 1.087
9 H 0.9615 0.4284 -1.9264  C3 1.088
10 H -0.2055 1.6057 -2.6940  C3 1.089
11 H 0.9237 2.1178 -1.4684  C3 1.091
12 H 0.0610 2.1172 0.5172  O4 0.945
13 C 1.2270 -1.4970 0.9618  C14 1.512, H15 1.105, H16 1.087, H17 1.081
14 C 1.1833 -2.0915 2.3518  C13 1.512, H18 1.098, H19 1.094, H20 1.089
15 H 0.4178 -0.7679 0.7749  C13 1.105
16 H 2.1654 -0.9686 0.8169  C13 1.087
17 H 0.9333 -2.1778 0.1747  C13 1.081
18 H 2.1457 -2.5823 2.5478  C14 1.098
19 H 0.4912 -2.9306 2.4701  C14 1.094
20 H 1.0164 -1.4225 3.1944  C14 1.089

Output
**Orbital gap**: 11.26 eV
**ΔE to the lowest compared entry with this formula, charge and spin**: 97.4 kJ/mol
**HOMO level**: -10.28 eV
**M**: 90.166 g mol⁻¹
**F_max**: 1.94 eV Å⁻¹
**SMILES**: CC(C)O.CC
**Total charge**: 0

Formally, the Mulliken partial charges of the atoms, in units of the elementary charge, are as follows: -1.5839, 0.7549, -1.0141, -0.5700, 0.3369, 0.3924, 0.3516, 0.1302, 0.2548, 0.3568, 0.3140, 0.3068, -0.4045, -1.0231, -0.1089, 0.2810, 0.3460, 0.2889, 0.2931, 0.2972

Record 3
3 unconnected molecules or ions with the total composition C5H14O2 in a non-equilibrium geometry, computed with ωB97M-V with the def2-TZVPD basis set.

Last columns: bonded neighbours and bond lengths (Å).
Cartesian coordinates (Å):
1 C -1.1257 -1.4800 -1.2706  C2 1.361, H6 1.169, H7 1.056
2 C -1.0854 -0.5032 -0.3241  C1 1.361, C3 1.598, C4 1.504
3 C -0.5178 -0.8224 1.1355  C2 1.598, H8 1.129, H9 1.025, H10 1.118
4 C -1.1106 0.9288 -0.7839  C2 1.504, C5 1.529, H11 1.063, H12 1.073
5 C -1.9776 1.8048 0.1213  C4 1.529, H13 1.084, H14 1.091, H15 1.091
6 H -0.6182 -2.5037 -1.0252  C1 1.169
7 H -1.8330 -1.3998 -2.0512  C1 1.056
8 H -0.9164 -0.1255 1.9287  C3 1.129
9 H -0.7158 -1.7521 1.5177  C3 1.025
10 H 0.5913 -0.7708 1.0075  C3 1.118
11 H -1.3620 1.1109 -1.8004  C4 1.063
12 H -0.0925 1.2261 -0.6223  C4 1.073
13 H -2.8120 2.2135 -0.4374  C5 1.084
14 H -2.2216 1.3093 1.0622  C5 1.091
15 H -1.6048 2.8243 0.2289  C5 1.091
16 O 3.2834 -0.6672 2.5174  H17 0.984, H18 1.022
17 H 3.8472 -1.3775 2.8995  O16 0.984
18 H 3.6805 0.2332 2.7918  O16 1.022
19 O 2.1030 0.0477 -2.6270  H20 0.959, H21 0.978
20 H 1.9433 -0.8563 -2.3479  O19 0.959
21 H 2.5446 0.5601 -1.9207  O19 0.978

Output
**Orbital gap**: 9.15 eV
**ΔE to the lowest compared entry with this formula, charge and spin**: 206.7 kJ/mol
**HOMO level**: -8.62 eV
**M**: 106.165 g mol⁻¹
**F_max**: 4.05 eV Å⁻¹
**SMILES**: C=C(C)CC.O.O
**Total charge**: 0

Formally, the Mulliken partial charges of the atoms, in units of the elementary charge, are as follows: -0.9888, 0.5963, -1.1976, -0.3308, -1.0951, 0.2123, 0.3409, 0.2940, 0.4123, 0.2131, 0.4834, 0.1511, 0.3087, 0.2909, 0.3225, -0.6410, 0.3210, 0.3261, -0.6398, 0.3103, 0.3102

Record 4
3 unconnected molecules or ions with the total composition C5H14O2 in a non-equilibrium geometry, computed with ωB97M-V with the def2-TZVPD basis set.

Last columns: bonded neighbours and bond lengths (Å).
Cartesian coordinates (Å):
1 C -0.7501 -0.1466 2.2031  C2 1.364, H6 1.134, H7 1.114
2 C 0.2160 -0.2844 1.2501  C1 1.364, C3 1.513, H8 1.026
3 C 0.2435 0.5865 0.0128  C2 1.513, C4 1.587, H9 1.160, H10 1.121
4 C 0.0113 2.1034 0.4153  C3 1.587, C5 1.528, H11 1.093, H12 1.154
5 C 0.7505 2.8754 -0.6765  C4 1.528, H13 1.070, H14 1.085, H15 0.966
6 H -1.7622 0.3467 2.3368  C1 1.134
7 H -0.8254 -0.6934 3.1705  C1 1.114
8 H 0.9415 -1.0034 1.3505  C2 1.026
9 H 1.2663 0.4124 -0.5064  C3 1.160
10 H -0.3115 0.2976 -0.9167  C3 1.121
11 H 0.2671 2.1922 1.4746  C4 1.093
12 H -1.1302 2.1866 0.5652  C4 1.154
13 H 1.7875 2.6434 -0.8034  C5 1.070
14 H 0.3604 2.6869 -1.6715  C5 1.085
15 H 0.6722 3.8047 -0.4247  C5 0.966
16 O -1.7897 -1.9442 -1.2514  H17 0.925, H18 0.954
17 H -1.1654 -1.2883 -1.0635  O16 0.925
18 H -1.7001 -2.5910 -0.5559  O16 0.954
19 O 1.2586 -2.3433 -1.1551  H20 0.972, H21 1.041
20 H 2.1284 -2.7035 -0.9145  O19 0.972
21 H 0.8932 -2.7968 -2.0178  O19 1.041

Output
**Orbital gap**: 9.91 eV
**ΔE to the lowest compared entry with this formula, charge and spin**: 255.4 kJ/mol
**HOMO level**: -9.32 eV
**M**: 106.165 g mol⁻¹
**F_max**: 6.13 eV Å⁻¹
**SMILES**: C=CCCC.O.O
**Total charge**: 0

Formally, the Mulliken partial charges of the atoms, in units of the elementary charge, are as follows: -0.9337, 0.0429, -0.4250, -0.4151, -1.5245, 0.1946, 0.2618, 0.3877, 0.2866, 0.3023, 0.3962, 0.2387, 0.3623, 0.3296, 0.5440, -0.6512, 0.2630, 0.3174, -0.5836, 0.2832, 0.3227

Record 5
2 unconnected molecules or ions with the total composition C5H14O2 in a non-equilibrium geometry, computed with ωB97M-V with the def2-TZVPD basis set.

Last columns: bonded neighbours and bond lengths (Å).
Cartesian coordinates (Å):
1 C -1.5247 -1.0119 0.3961  O2 1.368, C3 1.508, H7 1.115, H8 1.125
2 O -2.0639 -2.1292 -0.1810  C1 1.368, H9 0.990
3 C -0.1847 -0.5742 -0.1391  C1 1.508, C4 1.542, H10 1.079, H11 1.101
4 C 0.6344 0.1546 0.9450  C3 1.542, C5 1.538, C6 1.524, H12 1.093
5 C 0.0850 1.5411 1.3224  C4 1.538, H13 1.087, H14 1.085, H15 1.090
6 C 2.1225 0.1889 0.6174  C4 1.524, H16 1.091, H17 1.086, H18 1.082
7 H -1.5313 -1.2895 1.4755  C1 1.115
8 H -2.3575 -0.2607 0.3113  C1 1.125
9 H -1.5893 -2.3831 -1.0122  O2 0.990
10 H -0.2744 -0.0380 -1.0713  C3 1.079
11 H 0.3578 -1.5281 -0.2235  C3 1.101
12 H 0.5940 -0.5294 1.7967  C4 1.093
13 H 0.3352 1.7492 2.3596  C5 1.087
14 H 0.5440 2.3055 0.7046  C5 1.085
15 H -0.9965 1.5392 1.1857  C5 1.090
16 H 2.3595 0.7224 -0.3039  C6 1.091
17 H 2.6385 -0.7660 0.5882  C6 1.086
18 H 2.5972 0.7975 1.3764  C6 1.082
19 H -0.7323 0.0623 -2.7271  O21 0.967
20 H -0.2989 1.1559 -3.7544  O21 0.962
21 O -0.7146 0.2932 -3.6663  H19 0.967, H20 0.962

Output
**Orbital gap (spin up / spin down)**: 11.29 / 4.84 eV
**ΔE to the lowest compared entry with this formula, charge and spin**: 187.3 kJ/mol
**HOMO level (spin up / spin down)**: -14.96 / -14.96 eV
**M**: 106.165 g mol⁻¹
**F_max**: 1.22 eV Å⁻¹
**2S+1**: 2
**⟨S²⟩**: 0.754
**Total charge**: +1

Formally, the Mulliken partial charges of the atoms, in units of the elementary charge, are as follows: -0.0569, -0.1905, -0.3718, 0.4073, -1.2623, -1.7092, 0.4011, 0.3762, 0.4489, -0.1720, 0.5836, 0.2403, 0.3690, 0.3531, 0.3292, 0.3861, 0.4303, 0.4281, 0.3039, 0.3374, -0.6320

Record 6
3 unconnected molecules or ions with the total composition C5H14O3 in a non-equilibrium geometry, computed with ωB97M-V with the def2-TZVPD basis set.

Last columns: bonded neighbours and bond lengths (Å).
Cartesian coordinates (Å):
1 C -2.3362 -1.1459 0.2617  C2 1.524, H7 1.096, H8 1.098, H9 1.093
2 C -1.5601 -1.5788 -0.9762  C1 1.524, C3 1.551, H10 1.062, H11 1.093
3 C -0.5975 -0.4645 -1.4621  C2 1.551, C4 1.517, H12 1.090, H13 1.072
4 C 0.8503 -0.6946 -1.0720  C3 1.517, C5 1.516, H14 1.099, H15 1.092
5 C 1.7294 0.4391 -1.5605  C4 1.516, O6 1.200, H16 1.110
6 O 2.8765 0.6163 -1.2544  C5 1.200
7 H -3.0327 -1.9095 0.6259  C1 1.096
8 H -3.0476 -0.3447 0.0227  C1 1.098
9 H -1.7787 -0.8102 1.1396  C1 1.093
10 H -1.0454 -2.4934 -0.8134  C2 1.062
11 H -2.3503 -1.7430 -1.7131  C2 1.093
12 H -0.5960 -0.4157 -2.5510  C3 1.090
13 H -1.0052 0.4268 -1.0277  C3 1.072
14 H 0.9774 -0.7512 0.0183  C4 1.099
15 H 1.3175 -1.6340 -1.3755  C4 1.092
16 H 1.2226 1.1077 -2.2877  C5 1.110
17 O -0.0887 2.2197 1.2513  H18 0.967, H19 0.973
18 H 0.6713 2.8125 1.1713  O17 0.967
19 H 0.0578 1.8344 2.1325  O17 0.973
20 O -0.2208 0.1940 3.3050  H21 0.962, H22 0.961
21 H -1.1392 0.0905 3.5700  O20 0.962
22 H 0.1010 -0.7064 3.2106  O20 0.961

Output
**Orbital gap**: 10.06 eV
**ΔE to the lowest compared entry with this formula, charge and spin**: 7.5 kJ/mol
**HOMO level**: -9.57 eV
**M**: 122.164 g mol⁻¹
**F_max**: 1.74 eV Å⁻¹
**SMILES**: CCCCC=O.O.O
**Total charge**: 0

Formally, the Mulliken partial charges of the atoms, in units of the elementary charge, are as follows: -1.0728, -0.4861, -0.6546, -0.3127, -0.0813, -0.4919, 0.3956, 0.3565, 0.1136, 0.3771, 0.2730, 0.3989, 0.2946, 0.1633, 0.3841, 0.3654, -0.6170, 0.3139, 0.3264, -0.6490, 0.3014, 0.3018

no.,E_tot (eV)
1,-7458.711
2,-7458.775
3,-9504.858
4,-9504.353
5,-9496.276
6,-11554.046